# 1
Here is a molecular structure, C25H31BBrIN2O2Sb2V at a distorted geometry from OMol25. Energies are from the ωB97M-V functional and the def2-TZVPD basis.

```
66
Properties=species:S:1:pos:R:3:lowdin_spin:R:1
V 1.41 -1.38 1.01 2.68
C 3.28 1.76 2.16 0.02
Sb 1.71 1.27 0.73 0.03
C 3.02 1.74 -0.89 0.00
C 0.49 3.09 1.15 -0.01
C -0.17 3.54 -0.05 0.00
C 0.62 4.09 -1.13 0.00
C 0.06 4.48 -2.34 0.00
C -1.35 4.40 -2.52 0.00
C -2.14 3.97 -1.46 0.00
C -1.58 3.60 -0.23 0.00
C -2.48 3.61 0.91 0.00
Sb -3.29 1.43 1.37 0.00
C -4.94 1.85 2.63 0.00
C -4.32 0.89 -0.42 0.00
H 3.74 2.73 1.81 0.00
H 4.09 0.99 2.12 0.00
H 2.89 1.87 3.20 0.00
H 3.61 2.66 -0.75 0.00
H 2.39 1.87 -1.78 0.00
H 3.65 0.88 -1.06 0.00
H 1.30 3.82 1.48 0.00
H -0.18 2.81 2.01 0.00
H 1.70 4.26 -0.96 0.00
H 0.75 4.85 -3.11 0.00
H -1.75 4.60 -3.53 0.00
H -3.22 3.90 -1.64 0.00
H -3.30 4.26 0.78 0.00
H -1.92 3.77 1.83 0.00
H -5.20 2.90 2.66 0.00
H -4.57 1.49 3.61 0.00
H -5.74 1.17 2.33 0.00
H -5.26 1.50 -0.44 0.00
H -4.56 -0.18 -0.42 0.00
H -3.75 1.23 -1.31 0.00
B -2.68 -1.97 3.04 0.01
C -1.26 -1.48 2.67 0.05
N -0.28 -1.25 2.08 0.01
H -2.91 -1.70 4.24 0.00
H -3.54 -1.27 2.52 0.00
H -2.89 -3.14 2.80 0.00
Br 2.89 -1.80 3.16 0.02
C 4.00 -1.85 1.48 0.05
C 5.37 -1.91 1.57 0.00
C 6.10 -1.94 0.40 0.04
C 5.39 -2.12 -0.79 0.00
C 4.01 -2.09 -0.78 0.04
N 3.26 -1.87 0.35 0.01
H 5.87 -1.90 2.56 0.00
H 7.20 -1.83 0.44 0.00
H 5.88 -2.26 -1.77 0.00
H 3.49 -2.19 -1.72 0.00
I -3.67 -5.93 -4.51 0.00
C -2.23 -4.88 -3.29 0.00
C -1.53 -5.67 -2.34 0.00
C -0.70 -5.09 -1.38 0.00
C -0.45 -3.71 -1.56 0.00
C -0.96 -3.02 -2.65 0.00
C -1.99 -3.48 -3.41 0.00
C 0.41 -2.92 -0.52 0.02
O 0.62 -3.35 0.63 0.01
O 0.65 -1.73 -0.94 0.01
H -1.74 -6.75 -2.39 0.00
H -0.34 -5.71 -0.53 0.00
H -0.51 -2.04 -2.93 0.00
H -2.49 -2.89 -4.16 0.00
```

Output
- multiplicity = 4
- highest occupied orbital energy (spin up / spin down) (eV) = -7.1 / -7.1
- <S²> = 3.77
- total energy (eV) = -151083.04578
- largest force on an atom (eV/A) = 4.00
- orbital gap (spin up / spin down) (eV) = 6.00 / 5.85

# 2
Here is a gas-phase ion, C16H24BrN2O8 (charge +1) at a distorted geometry from OMol25. Energies are from the ωB97M-V functional and the def2-TZVPD basis.

```
51
Properties=species:S:1:pos:R:3:mulliken_charge:R:1
C -3.12 2.56 1.42 -0.81
C -3.18 2.69 -0.12 -0.45
O -2.09 1.97 -0.71 -0.20
C -1.23 2.80 -1.44 -0.86
C -0.19 1.95 -2.19 0.35
O 1.11 2.47 -1.93 -0.41
C 2.11 1.58 -2.34 -0.44
O 3.25 1.69 -1.52 -0.32
C 3.16 1.12 -0.29 -0.35
O 3.98 1.40 0.56 -0.52
C 2.10 0.10 0.09 0.55
C 0.97 0.45 0.81 0.37
C 0.74 1.90 1.22 -0.64
N 1.39 2.18 2.52 -0.61
C 0.09 -0.53 1.13 0.59
N 0.26 -1.81 0.80 0.40
C -0.78 -2.77 1.23 -1.01
C -1.64 -3.39 0.10 -0.28
C -2.25 -2.43 -0.91 0.35
O -2.98 -2.88 -1.76 -0.52
O -2.02 -1.08 -0.85 -0.29
C 1.37 -2.18 0.14 0.87
C 1.64 -3.63 -0.21 -1.63
O 2.64 -4.11 0.69 -0.14
O 2.03 -4.47 1.90 -0.35
C 2.30 -1.22 -0.22 0.27
Br 3.87 -1.76 -1.14 -0.03
H -2.58 3.43 1.80 0.32
H -2.51 1.68 1.64 -0.03
H -4.11 2.46 1.86 0.39
H -3.16 3.73 -0.44 0.39
H -4.12 2.22 -0.43 0.35
H -0.71 3.54 -0.81 0.42
H -1.78 3.39 -2.19 0.51
H -0.26 0.94 -1.77 -0.43
H -0.45 1.96 -3.25 0.46
H 2.43 1.91 -3.33 0.43
H 1.74 0.56 -2.46 0.38
H -0.32 2.14 1.23 -0.31
H 1.20 2.58 0.50 0.45
H 2.38 2.24 2.33 0.37
H 1.20 1.41 3.14 0.30
H -0.80 -0.26 1.69 0.06
H -0.25 -3.60 1.71 0.31
H -1.42 -2.34 1.99 0.59
H -1.14 -4.18 -0.46 0.21
H -2.49 -3.88 0.59 0.52
H -1.41 -0.79 -1.54 0.22
H 0.79 -4.28 -0.09 0.21
H 2.07 -3.73 -1.21 0.62
H 2.14 -3.74 2.52 0.34
```

Output
- total charge = +1
- structure (SMILES) = CCOCCOCOC(=O)c1c(CN)c[n+](CCC(=O)O)c(COO)c1Br
- highest occupied orbital energy (eV) = -12.7
- total energy (eV) = -106372.91669
- largest force on an atom (eV/A) = 2.31
- orbital gap (eV) = 8.06

# 3
Here is a single C6H11NS molecule at a distorted geometry from OMol25. Energies are from the ωB97M-V functional and the def2-TZVPD basis.

```
19
Properties=species:S:1:pos:R:3:mulliken_charge:R:1
C -2.84 0.98 -0.35 -1.06
C -1.31 0.99 -0.53 -0.39
C -0.58 -0.06 -0.18 0.48
C -1.16 -1.32 0.30 -1.30
N 0.81 -0.10 -0.04 -0.30
C 1.74 0.53 -0.76 0.04
S 3.37 0.38 -0.65 -0.06
C 3.30 -0.54 0.92 -0.71
H -3.14 1.69 -1.15 0.34
H -2.99 1.35 0.71 0.25
H -3.37 -0.06 -0.43 0.25
H -0.92 1.88 -0.84 0.51
H -1.54 -1.33 1.30 0.23
H -0.45 -2.13 0.19 0.36
H -2.00 -1.64 -0.39 0.34
H 1.49 1.10 -1.70 0.24
H 4.28 -0.61 1.38 0.34
H 2.73 -1.37 0.76 0.23
H 2.58 0.25 1.47 0.22
```

Output
- structure (SMILES) = C/C=C(C)/N=C/SC
- relative energy (zero: lowest compared OMol25 entry of this formula, charge and spin) (kcal per mole) = 49.2
- highest occupied orbital energy (eV) = -8.0
- total energy (eV) = -18723.35931
- largest force on an atom (eV/A) = 5.80
- orbital gap (eV) = 8.75